(1)
{
  "formula": "C4H9NO",
  "method": "wB97M-V/def2-TZVPD",
  "symbols": ["C", "C", "O", "C", "C", "N", "H", "H", "H", "H", "H", "H", "H", "H", "H"],
  "xyz": [[0.589, 1.671, 0.094], [0.461, -0.312, 1.339], [-0.571, -0.372, 1.972], [0.454, 0.131, -0.092], [-0.500, -1.890, -0.775], [-0.819, -0.385, -0.627], [-0.177, 2.097, 0.759], [1.561, 1.928, 0.545], [0.538, 2.146, -0.881], [1.455, -0.307, 1.812], [-1.496, -0.257, 0.138], [1.251, -0.283, -0.716], [-1.358, -2.434, -0.379], [-0.393, -2.061, -1.853], [-1.149, 0.146, -1.444]],
  "forces_ev_per_angstrom": [[-0.0853, 0.0804, -0.3618], [-0.2198, -0.0895, 0.4084], [0.5734, -0.1925, -0.1008], [0.1503, 1.1525, 0.2070], [-0.2357, -0.2417, -0.1878], [0.2928, 0.2013, 0.1714], [0.0685, -0.2635, -0.3032], [-0.2629, -0.2717, -0.2394], [0.0140, 0.2878, -0.0707], [-0.0366, -0.3673, 0.1826], [0.0549, -0.1216, -0.2648], [-0.1599, 0.1177, 0.4016], [-0.1799, 0.0592, -0.2196], [-0.1147, -0.0275, 0.1221], [0.1408, -0.3235, 0.2548]],
  "e_lumo_ev": 0.7,
  "homo_ev": -6.6342
}

=====

(2)
{
  "formula": "C4H9NO",
  "method": "wB97M-V/def2-TZVPD",
  "symbols": ["C", "C", "N", "C", "C", "O", "H", "H", "H", "H", "H", "H", "H", "H", "H"],
  "xyz": [[1.690, -0.079, 1.169], [0.892, 0.703, 0.119], [-0.379, 0.143, -0.186], [-0.809, -1.177, 0.188], [-1.307, 0.852, -1.201], [1.439, 1.564, -0.638], [1.550, -1.129, 1.013], [1.240, 0.123, 2.304], [2.763, 0.270, 0.962], [-0.354, -1.473, 1.163], [-1.891, -1.113, 0.152], [-0.475, -1.937, -0.514], [-2.259, 0.315, -1.344], [-0.700, 1.002, -2.105], [-1.398, 1.936, -1.083]],
  "forces_ev_per_angstrom": [[-0.1728, 2.2734, 1.7798], [-0.0105, -0.4362, -3.2855], [0.1034, 2.9207, -0.5972], [0.5944, 0.0825, 0.7942], [2.5937, 0.0078, -0.0411], [-2.0320, -1.8149, 2.6938], [0.3774, -0.5378, -0.1730], [1.5251, -0.2493, -2.9236], [-1.5450, -0.7044, 0.9852], [-1.0715, 0.2803, -0.5298], [-0.1139, -0.6527, 0.6346], [0.0110, -0.1450, -0.3983], [0.6855, 0.3260, 0.1219], [-0.3662, -1.1650, -0.4651], [-0.5788, -0.1853, 1.4041]],
  "e_lumo_ev": 0.8,
  "homo_ev": -8.9809
}

=====

(3)
{
  "formula": "C4H9NO",
  "method": "wB97M-V/def2-TZVPD",
  "symbols": ["C", "C", "C", "C", "H", "H", "H", "H", "H", "H", "H", "H", "H", "N", "O"],
  "xyz": [[2.191, 0.770, -0.557], [0.669, 0.249, -0.625], [0.653, -1.106, -1.534], [-0.168, -0.162, 0.591], [2.604, 1.125, -1.486], [2.532, 1.558, 0.077], [2.929, -0.060, -0.242], [-0.183, 0.773, -1.128], [1.068, -0.947, -2.544], [-0.441, -1.268, -1.755], [1.111, -1.981, -1.034], [0.216, -0.597, 1.671], [-1.776, -0.456, 2.281], [-1.419, 0.340, 0.563], [-2.274, 0.122, 1.621]],
  "forces_ev_per_angstrom": [[0.0822, -1.8735, 0.7081], [-0.0879, -2.4948, -1.1773], [-1.0339, 1.0313, -0.0421], [-2.2793, 2.1378, 3.2510], [-0.5264, -0.2555, -0.9641], [-0.8785, 0.7908, 1.0601], [-1.5178, 0.7115, -0.5401], [1.6855, 0.8807, -0.0025], [0.3459, 0.0314, 0.6094], [1.0792, -0.3331, 0.5070], [-0.2436, 0.4828, -0.3036], [-0.7023, 0.6627, -2.8707], [-0.8675, 0.8736, -0.8108], [3.3670, -1.4055, -0.2042], [1.5775, -1.2403, 0.7798]],
  "e_lumo_ev": 1.0,
  "homo_ev": -9.5131
}

=====

(4)
{
  "formula": "C4H9NO",
  "method": "wB97M-V/def2-TZVPD",
  "symbols": ["C", "C", "O", "C", "N", "C", "H", "H", "H", "H", "H", "H", "H", "H", "H"],
  "xyz": [[-2.792, -0.341, -0.053], [-1.296, -0.385, -0.275], [-0.703, 0.482, 0.710], [0.608, 0.665, 0.729], [1.375, 0.095, -0.105], [2.414, -0.264, -0.731], [-3.034, -0.672, 0.962], [-3.163, 0.681, -0.175], [-3.311, -0.989, -0.765], [-0.888, -1.395, -0.145], [-1.017, -0.027, -1.274], [2.660, 1.500, 1.609], [2.970, -1.149, -0.424], [3.405, 1.493, 1.525], [2.771, 0.306, -1.588]],
  "forces_ev_per_angstrom": [[-0.0195, 0.0038, 0.0100], [-0.0321, -0.1330, -0.1637], [0.0902, 0.0653, 0.0663], [0.1459, -0.2084, -0.2902], [-0.0531, 0.1033, 0.1246], [-0.1071, 0.0341, 0.0630], [0.0329, 0.0265, -0.1523], [0.0495, -0.1501, -0.0010], [0.1030, 0.0824, 0.0847], [-0.0550, 0.1340, -0.0075], [-0.0391, -0.0356, 0.1357], [0.1558, 0.0298, 0.0203], [-0.1385, 0.0795, -0.0169], [-0.0239, 0.0220, 0.0299], [-0.1091, -0.0535, 0.0970]],
  "e_lumo_ev": [0.8, 0.8],
  "homo_ev": [-8.3795, -8.3806]
}

=====

| no. | molar mass (g/mol) |
| --- | --- |
| 1 | 87.12 |
| 2 | 87.12 |
| 3 | 87.12 |
| 4 | 87.12 |